[1]
Formula: C5H8FN
Source: the Open Molecules 2025 dataset
Level of theory: ωB97M-V with the def2-TZVPD basis set

Properties
Structure (SMILES): C=C(C)F.C=C=N
Energy above the lowest of the compared OMol25 structures with the same formula, charge and spin (eV): 2.546
Orbital gap (eV): 9.5

The geometry in ORCA input format:
```
! RIJCOSX wB97M-V def2-TZVPD def2/J DEFGRID3
* xyz 0 1
C -0.5714 2.3001 -0.1891
C 1.5714 -1.7374 -0.3185
C -0.5977 -1.0993 0.7528
C -1.2648 1.9549 0.8394
C 0.1894 -1.2366 -0.2827
N -0.0254 2.4381 -1.2367
F -0.2469 -0.6968 -1.4189
H 1.9277 -2.0725 0.7229
H 1.5921 -2.6320 -0.9586
H 2.3489 -1.1036 -0.8602
H -0.1852 -1.2989 1.7443
H -0.2516 2.1067 -2.1704
H -1.5817 -0.7975 0.8550
H -1.8314 2.8441 1.1114
H -1.0732 1.0307 1.4093
*
```

Results of the Mulliken charge analysis, in e, for atoms 1 through 6: C 0.58; C -0.97; C -1.13; C -0.92; C 0.73; N -0.50



[2]
Formula: C5H8FNO
Source: the Open Molecules 2025 dataset
Level of theory: ωB97M-V with the def2-TZVPD basis set

Properties
Structure (SMILES): CC1(C)CC(F)=NO1
Energy above the lowest of the compared OMol25 structures with the same formula, charge and spin (eV): 4.405
Orbital gap (eV): 10.1

The geometry in ORCA input format:
```
! RIJCOSX wB97M-V def2-TZVPD def2/J DEFGRID3
* xyz 0 1
C 0.4256 -2.1052 -1.9100
C 0.4286 -0.3851 -1.4972
C -0.0503 -0.6225 -0.0484
C -1.3732 0.2656 0.0261
C 0.9390 -0.2286 1.0641
N -0.2075 -2.7080 -1.0052
O -0.3634 -2.0237 0.0841
F 0.6307 -2.6889 -3.1184
H 1.4495 0.0094 -1.5670
H -0.1881 -0.0741 -2.2951
H -1.1477 1.3091 0.2412
H -1.9129 -0.3396 0.7431
H -2.0114 0.3124 -0.8485
H 0.5033 -0.0010 1.9286
H 1.4668 0.5461 0.7093
H 1.5513 -1.0085 1.1947
*
```

Results of the Mulliken charge analysis, in e, for atoms 1 through 6: C 0.28; C -0.85; C 1.58; C -1.57; C -2.03; N -0.33



[3]
Formula: C5H8FO4Pr
Source: the Open Molecules 2025 dataset
Level of theory: ωB97M-V with the def2-TZVPD basis set

Properties
Orbital gap (alpha / beta) (eV): 7.0 / 7.5

The geometry in ORCA input format:
```
! RIJCOSX wB97M-V def2-TZVPD def2/J DEFGRID3
* xyz 1 4
C 0.3109 -0.2560 1.9405
O -0.9271 -0.1436 1.3134
Pr -3.3718 -0.5960 1.6301
C 0.9467 1.0874 2.2687
H 0.2424 -0.8531 2.8714
H 0.9973 -0.8326 1.2861
H 1.9381 0.9464 2.7249
H 1.0744 1.6953 1.3608
H 0.3195 1.6490 2.9772
C -1.4424 -0.3479 -1.0739
O -0.6657 -1.4024 -1.4221
C 0.4484 -0.9637 -2.1441
C 0.4120 0.5496 -1.9714
O -0.9318 0.7857 -1.5527
O -2.6575 -0.4909 -0.9070
F 0.2718 -1.3194 -3.4579
H 1.3442 -1.4669 -1.7665
H 1.0867 0.8768 -1.1708
H 0.6038 1.0824 -2.9069
*
```

Results of the Mulliken charge analysis, in e, for atoms 1 through 6: C -0.24; O -0.76; Pr 1.55; C -1.01; H 0.29; H 0.18



[4]
Formula: C5H8GaMgO5
Source: the Open Molecules 2025 dataset
Level of theory: ωB97M-V with the def2-TZVPD basis set

Properties
Energy above the lowest of the compared OMol25 structures with the same formula, charge and spin (eV): 0.000
Orbital gap (alpha / beta) (eV): 5.6 / 2.7

The geometry in ORCA input format:
```
! RIJCOSX wB97M-V def2-TZVPD def2/J DEFGRID3
* xyz 2 2
C 0.0383 0.1479 2.9135
O 0.1100 0.3210 4.1510
O -0.3036 -0.9527 2.4182
Ga 0.1701 1.6452 4.9248
O 1.8266 -0.4215 0.5451
C 2.0584 0.5815 -0.3439
C 0.7984 1.0868 -0.9411
O -0.0794 0.1750 -1.0029
C -1.3213 0.0474 -1.7472
C -1.5453 -1.4693 -1.7768
O -1.3054 -2.0341 -0.5418
Mg 0.1743 -1.5133 0.5632
H 2.7105 0.3545 -1.2214
H 2.5448 1.4789 0.1055
H 0.7669 1.9102 -1.6668
H 0.1061 1.0707 2.1657
H -1.1898 0.5257 -2.7243
H -2.0754 0.5516 -1.1315
H -0.8954 -1.8899 -2.5711
H -2.5887 -1.6157 -2.1183
*
```

Results of the Mulliken charge analysis, in e, for atoms 1 through 6: C 0.73; O 0.18; O -0.50; Ga -0.12; O -0.66; C -0.24



[5]
Formula: C5H8HgLiO3
Source: the Open Molecules 2025 dataset
Level of theory: ωB97M-V with the def2-TZVPD basis set

Properties
Energy above the lowest of the compared OMol25 structures with the same formula, charge and spin (eV): 1.902
Orbital gap (alpha / beta) (eV): 9.5 / 6.9

The geometry in ORCA input format:
```
! RIJCOSX wB97M-V def2-TZVPD def2/J DEFGRID3
* xyz 2 2
C 0.8178 1.2538 -2.6869
C 1.9801 1.8874 -2.7683
H 1.0470 -0.1499 -2.4319
H -0.0930 1.4194 -3.2657
H 2.5241 2.3356 -1.9300
Li -0.6002 2.4380 0.1155
O -0.2788 -0.9362 0.4758
Hg 0.9972 -3.4261 -0.8830
O 0.6388 -1.1401 -1.4668
C -0.0224 -0.4003 -0.6828
O -0.0302 0.8681 -0.8812
C -0.7802 -0.1402 1.5740
C -1.0705 -1.0714 2.7217
H -0.0020 0.5892 1.8436
H -1.6950 0.3694 1.2367
H -0.1509 -1.5631 3.0631
H -1.4978 -0.4846 3.5446
H -1.7840 -1.8492 2.4214
*
```

Results of the Mulliken charge analysis, in e, for atoms 1 through 6: C -0.47; C -0.06; H 0.42; H 0.41; H 0.29; Li 0.94



[6]
Formula: C5H8HgO4
Source: the Open Molecules 2025 dataset
Level of theory: ωB97M-V with the def2-TZVPD basis set

Properties
Orbital gap (alpha / beta) (eV): 4.6 / 7.9

The geometry in ORCA input format:
```
! RIJCOSX wB97M-V def2-TZVPD def2/J DEFGRID3
* xyz -1 2
O 2.0222 0.5535 0.5957
C 2.2119 1.5804 -0.6546
O 1.9432 2.7220 -0.2935
C -2.3171 0.8110 0.0693
O -1.4931 1.9203 0.0332
C -1.5675 -0.4414 -0.3704
O -0.3664 -0.5003 0.3912
C 0.6774 -1.2802 -0.1639
C 1.9770 -0.8477 0.4981
Hg 0.2214 1.5862 0.8946
H -3.1994 0.9112 -0.5959
H -2.7279 0.6226 1.0870
H -1.3037 -0.3561 -1.4390
H -2.1590 -1.3597 -0.2209
H 0.7306 -1.0919 -1.2498
H 0.4882 -2.3548 -0.0112
H 2.8294 -1.2238 -0.0910
H 2.0329 -1.2511 1.5210
*
```

Results of the Mulliken charge analysis, in e, for atoms 1 through 6: O -0.21; C -0.47; O -0.26; C -0.43; O -0.69; C -0.43



[7]
Formula: C5H8IP
Source: the Open Molecules 2025 dataset
Level of theory: ωB97M-V with the def2-TZVPD basis set

Properties
Energy above the lowest of the compared OMol25 structures with the same formula, charge and spin (eV): 3.769
Orbital gap (alpha / beta) (eV): 7.9 / 7.6

The geometry in ORCA input format:
```
! RIJCOSX wB97M-V def2-TZVPD def2/J DEFGRID3
* xyz 0 1
C 0.7332 -0.9416 -1.3405
C 0.7054 -0.0105 -0.4356
C -0.2069 0.1785 0.6902
C -1.0559 -1.1168 0.9480
C 1.7028 1.1466 -0.5385
P -2.5559 -1.5773 -0.0104
I -3.8172 0.4882 0.1083
H 1.3150 -0.8338 -2.2967
H 0.2710 0.5492 1.5238
H -0.8858 0.8854 0.2594
H -0.4296 -1.9578 0.9167
H -1.1571 -1.1643 2.0969
H 1.3271 1.8603 0.1633
H 1.2943 1.5341 -1.5442
H 2.7596 0.9597 -0.5408
*
```

Results of the Mulliken charge analysis, in e, for atoms 1 through 6: C -0.57; C 0.57; C -0.44; C -1.09; C -1.30; P 0.05



Number 1: calculated total energy -9519.243 eV. Number 2: calculated total energy -11566.016 eV. Number 3: calculated total energy -30283.697 eV. Number 4: calculated total energy -73352.136 eV. Number 5: calculated total energy -15815.831 eV. Number 6: calculated total energy -17675.072 eV. Number 7: calculated total energy -22699.730 eV.